8
Properties=species:S:1:pos:R:3:forces:R:3 method="wB97M-V/def2-TZVPD" total_charge=0 de_lowest_kj_mol=193.6 lumo_ev="-2.3 / -1.7" multiplicity=1 e_homo_ev="-9.734 / -9.669"
C 1.237 0.409 -0.352 -0.51 -0.54 2.39
O -1.124 -1.229 1.594 1.10 -0.26 -1.07
F 1.516 1.538 0.377 -0.37 -1.78 -1.47
F 1.047 0.629 -1.614 0.44 0.13 0.18
F 2.170 -0.550 -0.104 -1.51 1.61 -0.56
S -2.096 -0.942 -1.184 0.78 0.34 0.32
S -1.081 -0.410 0.361 0.88 -2.68 -0.03
H -1.668 0.557 0.923 -0.81 3.17 0.23

31
Properties=species:S:1:pos:R:3:forces:R:3 method="wB97M-V/def2-TZVPD" total_charge=+1 de_lowest_kj_mol=362.0 lumo_ev="-4.4 / -4.4" multiplicity=1 e_homo_ev="-12.496 / -12.496"
C -1.249 1.859 2.249 1.68 -3.08 -0.79
N -0.659 1.018 1.155 0.19 1.37 -0.57
C -1.221 0.804 0.050 1.11 -1.97 1.34
C -2.646 0.820 -0.310 0.48 1.75 -1.46
O -0.489 0.044 -0.840 -0.56 -0.08 -0.79
C 0.943 -0.036 -0.851 -1.34 1.70 -1.36
C 1.505 1.371 -0.701 -0.58 -0.22 -1.36
C 2.236 1.816 0.305 -0.81 -1.07 -1.15
C 2.395 0.973 1.443 -0.11 -0.10 0.52
C 1.835 -0.250 1.474 1.38 1.32 -0.25
N 1.345 -0.889 0.304 -0.30 0.38 -0.56
C 1.144 -2.149 0.157 0.24 1.88 -2.67
C 0.454 -2.721 -1.047 -0.09 4.04 1.33
C 0.590 -1.923 -2.405 -0.71 0.04 4.36
N 1.210 -0.669 -2.125 1.57 0.60 0.83
H -2.283 1.502 2.236 -0.16 1.10 0.96
H -0.614 1.458 3.107 -1.46 1.08 -0.51
H -0.989 2.883 2.007 -0.59 0.25 0.35
H -2.954 0.495 -1.277 0.86 0.21 -1.52
H -3.148 0.061 0.165 -1.36 -1.23 2.48
H -3.006 1.824 -0.217 -0.81 0.32 0.60
H 1.140 2.114 -1.426 0.21 -0.75 -0.04
H 2.415 2.846 0.215 0.87 1.16 0.72
H 2.791 1.476 2.324 -0.11 -0.73 0.12
H 1.771 -0.750 2.393 -0.14 -1.15 0.80
H 1.562 -2.748 0.866 0.63 -1.83 2.21
H -0.518 -2.656 -0.538 -0.67 -0.61 -0.96
H 0.817 -3.651 -1.123 0.65 -3.72 -0.39
H 1.263 -2.454 -2.967 1.04 -1.48 -1.91
H -0.396 -1.822 -2.740 -1.31 -0.03 -1.22
H 1.210 -0.136 -2.990 0.18 0.83 0.92

11
Properties=species:S:1:pos:R:3:forces:R:3 method="wB97M-V/def2-TZVPD" total_charge=0 de_lowest_kj_mol=323.7 lumo_ev=-0.7 multiplicity=1 e_homo_ev=-8.766
C 0.709 1.586 0.065 2.51 -0.05 0.78
C 0.816 0.132 -0.154 -1.16 -2.41 -1.69
S 2.017 -0.962 -0.399 -0.54 1.42 0.49
C -0.671 -0.411 -0.367 2.44 -1.48 2.63
N -0.964 -1.705 -0.054 -2.01 -6.40 6.10
O -1.555 0.297 -0.672 -2.12 2.48 -1.43
H 0.482 1.538 1.276 0.72 1.16 -2.97
H 1.742 2.062 -0.380 -2.62 -0.70 1.91
H -0.165 1.881 -0.545 0.39 0.37 0.79
H -0.423 -2.504 0.743 -0.75 3.91 -3.69
H -1.988 -1.913 0.488 3.15 1.69 -2.92

20
Properties=species:S:1:pos:R:3:forces:R:3 method="wB97M-V/def2-TZVPD" total_charge=0 de_lowest_kj_mol=102.3 lumo_ev=0.9 multiplicity=1 e_homo_ev=-8.612
C -0.337 -3.239 1.131 -1.08 -1.46 -1.23
C -0.379 -1.959 1.206 -0.50 4.08 -0.06
F 0.450 -1.352 2.129 -0.57 0.17 -0.42
C -1.196 -0.876 0.301 1.74 -2.46 2.88
C -2.505 -0.853 0.173 -0.97 -2.11 -0.75
C -0.349 0.109 -0.270 1.34 1.56 -1.64
C -0.348 0.553 -1.650 1.83 -0.38 1.43
N 0.608 1.476 -1.806 -0.56 -0.01 0.70
N 1.115 1.703 -0.556 1.24 -0.11 -1.90
C 2.077 2.797 -0.475 -1.36 1.04 0.95
C 0.648 0.874 0.355 -2.45 -0.98 -2.35
H 0.224 -3.921 1.733 0.28 -0.03 0.23
H -0.979 -3.570 0.336 -0.11 -0.81 -0.09
H -3.118 -1.712 0.522 0.36 0.91 -0.02
H -2.906 -0.233 -0.619 -0.32 0.42 0.42
H -0.728 0.034 -2.530 -0.34 0.46 0.38
H 2.290 2.958 -1.535 -0.24 0.99 0.40
H 1.525 3.563 0.170 0.85 -0.14 -1.65
H 3.029 2.722 0.042 0.01 -1.27 0.17
H 0.878 0.925 1.342 0.84 0.12 2.56

21
Properties=species:S:1:pos:R:3:forces:R:3 method="wB97M-V/def2-TZVPD" total_charge=0 de_lowest_kj_mol=196.9 lumo_ev=0.9 multiplicity=1 e_homo_ev=-8.637
C 1.811 1.009 -1.408 0.03 0.24 -0.16
C 1.603 -0.418 -0.957 -0.52 -0.85 2.58
C 0.643 -0.623 0.557 3.48 0.34 -4.98
C -0.735 -0.314 0.207 -2.57 -0.80 4.76
C -1.434 -0.922 1.816 -0.54 1.07 -2.15
C -1.124 1.145 0.080 -0.29 0.01 -0.17
O -1.266 -1.103 -0.800 0.00 -0.16 -0.43
H 2.089 1.657 -0.571 -0.15 0.05 -0.09
H 2.626 1.081 -2.140 -0.09 -0.12 0.11
H 0.923 1.407 -1.910 0.13 0.07 0.22
H 2.559 -0.873 -0.680 0.05 0.14 -0.04
H 1.218 -1.036 -1.771 -0.38 0.03 0.35
H 0.824 -1.667 0.807 -0.20 0.15 0.19
H 1.087 0.076 1.262 -0.20 -0.13 0.10
H -1.806 -1.928 1.609 0.21 0.03 -0.07
H -0.802 -0.935 2.705 0.46 0.10 -0.44
H -2.293 -0.296 2.069 -0.09 0.00 -0.09
H -0.969 1.521 -0.934 0.30 -0.03 0.09
H -0.589 1.766 0.800 -0.04 -0.02 -0.09
H -2.197 1.263 0.259 0.06 -0.05 0.15
H -2.169 -0.811 -0.998 0.35 -0.07 0.16